[1]
{
  "formula": "C12H26CuN2O14",
  "method": "ωB97M-V/def2-TZVPD",
  "s_squared": 2.0107,
  "multiplicity": 3,
  "e_lumo_ev": [2.3, -0.6],
  "total_charge": -1,
  "fmax_ev_per_a": 4.26,
  "elements": ["Cu", "O", "C", "O", "O", "H", "O", "C", "O", "O", "H", "O", "C", "O", "O", "H", "O", "C", "O", "O", "H", "C", "C", "C", "O", "C", "N", "H", "H", "H", "H", "H", "H", "H", "H", "H", "H", "H", "C", "C", "C", "O", "C", "N", "H", "H", "H", "H", "H", "H", "H", "H", "H", "H", "H"],
  "positions_angstrom": [[0.885871, 0.764197, 0.435101], [-2.136748, 3.867008, 0.563874], [-0.854286, 3.474931, 0.589771], [-0.477076, 2.409826, 1.110810], [-0.005093, 4.109701, -0.022979], [-2.100172, 4.642013, -0.001485], [1.651493, 1.737902, -3.732905], [1.711812, 2.335645, -2.550235], [1.578536, 1.668614, -1.542250], [1.673863, 3.554990, -2.474727], [1.241067, 2.517948, -4.113279], [4.185214, -2.158784, -0.614704], [3.617690, -0.920334, -0.477979], [4.428800, -0.088237, -0.894851], [2.558651, -0.680359, 0.076467], [4.911850, -1.574676, -0.843683], [3.227564, 3.387513, 3.128227], [2.629265, 2.792059, 2.013948], [2.093144, 1.650950, 2.049575], [2.734963, 3.334071, 0.902069], [3.577606, 4.207232, 2.771677], [0.886402, -1.486020, 4.123680], [0.278228, -1.582892, 2.706729], [-0.639513, -2.770924, 2.520775], [-1.197120, -2.716703, 1.228397], [-2.217476, -3.681132, 0.865240], [-0.225045, -0.320447, 2.159992], [1.195538, -2.414345, 4.604028], [0.113908, -0.983870, 4.706097], [1.705130, -0.774312, 4.017517], [1.112626, -1.822237, 2.047488], [-1.386021, -2.789404, 3.314808], [-0.061319, -3.691764, 2.597176], [-2.770290, -3.522911, -0.060758], [-2.911079, -3.832890, 1.692275], [-1.718437, -4.640703, 0.730039], [0.125500, 0.261292, 2.907533], [-1.196111, -0.421684, 2.418618], [-2.581044, -0.033457, -0.532305], [-1.577276, -0.883410, -1.423678], [-1.152966, -0.292560, -2.852253], [-2.278283, -0.342452, -3.795334], [-2.084834, 0.567315, -4.846504], [-0.369782, -0.932770, -0.687379], [-3.480915, 0.060917, -1.140120], [-2.138569, 0.897010, -0.176577], [-2.873736, -0.391841, 0.454602], [-1.873653, -1.926953, -1.529862], [-0.305149, -0.834508, -3.271313], [-0.865754, 0.745349, -2.683872], [-2.200434, 1.602416, -4.525101], [-2.871194, 0.452569, -5.592537], [-1.122913, 0.430782, -5.340658], [0.249690, -1.574390, -1.161381], [-0.702122, -1.385283, 0.152191]],
  "atomic_forces_ev_per_a": [[0.9675, 0.7439, 1.2430], [-1.3197, -0.2561, 0.7029], [3.6302, -0.2833, -1.9352], [-1.7478, -3.4521, 1.7722], [-0.6020, 2.5282, -1.2042], [0.0122, 0.2796, -0.0564], [0.1014, 0.1700, -0.2963], [-0.5559, -1.0540, 0.1830], [0.3037, -0.7783, 1.8266], [0.3788, 1.5890, 0.3309], [-0.2311, 0.1085, -2.0304], [-1.7978, -1.2853, 0.8448], [0.5831, 1.4309, 0.1882], [0.6941, 2.0270, -0.8647], [-3.5588, -0.6201, 1.0913], [2.8651, -1.1501, -1.0847], [-1.0597, -1.2630, -0.1634], [0.6686, 0.4727, -3.8088], [-1.0528, -1.8075, 1.9125], [0.5906, 1.1921, 1.2745], [0.0085, 0.1183, -0.2713], [-1.0300, 0.9795, -0.8245], [2.5172, -2.1747, -1.2965], [-0.1996, -0.2859, 0.1973], [-1.6151, -0.0080, -1.0163], [1.1926, -0.7351, 1.2674], [-0.2145, -0.7295, 2.0712], [-0.0210, 0.0132, -0.2814], [0.0207, -0.1143, 0.6294], [0.2441, -0.1855, 0.3055], [0.3731, -0.1232, -0.0517], [-0.6275, -0.0142, 0.0225], [0.2008, -0.1249, 0.2694], [0.3679, 0.9699, 0.1218], [-0.2295, 0.2725, 0.0434], [0.1075, -0.2561, -0.0225], [0.0436, 1.5505, -0.3749], [-0.8459, 0.9278, -0.5944], [0.1935, -0.4259, -1.4583], [-0.6099, 1.4829, -0.8923], [-2.5270, -0.0891, 0.8680], [1.0069, -0.0286, 0.9305], [-0.3960, 0.1706, -0.2661], [1.6576, 0.7928, 0.8609], [-0.1368, 0.6088, 0.2610], [0.1544, 0.5019, -0.9257], [0.1159, -1.2425, -0.2222], [-0.8457, 0.0300, -0.4374], [0.0710, -0.1806, 0.1048], [0.0694, 0.1296, -0.0240], [0.3413, 0.2304, 0.3342], [-0.0481, -0.4531, 0.0200], [0.2015, 0.0216, -0.0268], [0.6629, -0.0402, 0.2902], [0.9265, -0.1810, 0.4631]]
}



[2]
{
  "formula": "C8H10N2O4S",
  "method": "ωB97M-V/def2-TZVPD",
  "relative_energy_kj_mol": 279.3,
  "e_lumo_ev": [-0.8, -0.8],
  "total_charge": 0,
  "fmax_ev_per_a": 3.15,
  "elements": ["C", "C", "C", "C", "C", "C", "C", "C", "N", "N", "O", "O", "O", "O", "S", "H", "H", "H", "H", "H", "H", "H", "H", "H", "H"],
  "positions_angstrom": [[-1.406186, 0.577625, 0.252116], [-0.312755, 1.328068, 0.492336], [-2.018393, -1.890808, 0.026662], [-2.683657, 1.125963, -0.164526], [-0.967391, -2.737376, -0.651078], [-0.070179, -1.472461, -0.571912], [1.984027, -0.046123, 0.478583], [2.473536, 0.607890, -0.773861], [-1.217469, -0.766378, -0.044744], [2.560508, 0.269956, 1.695834], [-3.610892, 0.455138, -0.459212], [-3.028776, -2.184610, 0.653492], [-2.679568, 2.470480, -0.392029], [-0.276818, 2.729150, 0.463052], [1.428198, -1.749316, 0.454853], [-0.766688, -3.643741, -0.119495], [-1.208974, -2.965398, -1.679342], [0.348104, -1.078836, -1.592734], [1.874552, 0.012736, -1.527188], [3.542708, 0.646522, -0.710191], [2.000295, 1.595376, -0.864930], [2.278263, -0.135603, 2.620256], [0.466525, 3.021787, 1.022444], [3.083568, 1.077407, 1.747125], [-1.792534, 2.752548, -0.355523]],
  "atomic_forces_ev_per_a": [[1.4247, 2.1481, -0.0509], [2.0155, -1.2985, 0.2549], [-1.5440, -0.9440, 2.2574], [0.1432, 1.2709, -0.9235], [-0.2105, 0.3501, -0.8109], [0.5803, 0.2417, -1.8868], [-0.7096, 0.3292, 3.0500], [-2.9161, -0.2142, 0.0957], [0.3662, -1.0625, 0.1385], [-1.6349, -2.4229, -0.6425], [-1.5567, -0.7134, -0.1579], [1.6722, 0.8117, -1.4965], [-2.1792, -1.0912, 0.0510], [0.2504, -0.9299, 0.5752], [-0.6572, 1.0635, 0.1911], [0.5930, -0.3878, 0.3918], [-0.0961, -0.1453, -0.2620], [-1.0960, -0.6041, 1.7339], [1.8691, 0.6915, 0.0347], [0.6322, -0.2660, -0.8507], [0.6244, -0.0508, 0.2148], [0.1164, 0.3610, -1.7992], [-0.5161, -0.2416, -0.5081], [1.2314, 1.9689, 0.1268], [1.5974, 1.1354, 0.2732]]
}